Formula: C43H42BNO14P2S
Source: the Open Molecules 2025 dataset
Level of theory: ωB97M-V/def2-TZVPD

Geometry (Å):
H: 5.562 -0.811 1.713
H: -9.189 -0.807 4.943
H: 3.546 0.162 -3.197
C: -0.782 -0.681 -2.108
C: 0.241 -1.822 -2.285
C: -7.731 -1.674 -0.135
C: -2.885 1.901 -5.155
O: -3.564 0.653 -7.554
O: -4.773 2.805 -6.893
C: 2.187 0.492 -1.583
H: -8.541 -3.079 4.201
H: 6.288 -3.897 6.584
H: 2.241 -2.160 -6.069
H: -0.466 -3.031 -4.734
C: 8.802 0.730 7.524
O: -0.257 0.594 -6.052
C: -8.174 -2.479 2.178
H: 7.461 2.467 3.423
C: 4.355 -0.540 -1.341
O: -7.403 -2.791 -0.482
C: -0.322 0.794 -2.183
P: -4.152 1.404 -6.271
H: 8.801 -1.469 9.058
O: -1.545 -1.210 -6.166
B: -0.866 1.817 -1.078
C: 2.031 0.317 -0.218
C: 7.366 -0.732 6.076
C: -7.247 -0.720 -2.375
H: -6.897 -1.695 -2.685
O: -3.456 0.908 -2.933
H: -7.882 -3.468 1.852
O: -0.980 1.332 -3.356
C: -8.560 -0.153 1.683
H: 9.893 4.934 5.939
H: 6.116 -2.057 4.947
C: 7.282 0.351 5.058
C: 8.025 1.617 5.309
H: -2.049 1.220 0.448
C: -1.209 -0.124 -5.628
C: -8.911 -0.982 3.911
H: 7.648 -3.610 8.631
H: 8.665 4.584 3.819
H: 0.677 -1.021 -4.325
H: -8.474 2.773 -1.269
C: 7.564 -2.799 7.919
C: 6.703 -1.932 5.846
C: -8.925 0.066 3.006
O: -5.290 0.671 -5.671
H: 4.778 -2.327 1.276
C: 9.400 3.005 6.723
O: -1.729 -0.982 -3.094
C: -7.229 0.338 -3.272
C: 8.004 2.619 4.347
H: -3.369 2.589 -4.450
O: -1.461 -0.974 -0.857
C: -8.597 0.984 0.715
C: 2.999 -0.270 0.571
C: 3.388 0.047 -2.129
C: 0.586 -3.137 -4.450
C: -8.171 -1.426 1.271
H: -1.924 -1.800 -1.019
C: 4.184 -0.733 0.021
H: 1.009 -1.864 -1.503
C: 8.679 3.807 4.572
C: 6.802 -2.962 6.766
O: -8.993 2.077 1.076
H: -5.308 2.532 -7.649
N: -2.183 1.716 -0.430
S: 1.513 -3.290 -6.009
H: -3.750 -0.293 -7.476
H: -9.215 1.058 3.325
H: -2.078 2.468 -5.630
C: 1.148 1.093 -2.515
H: -0.332 -2.752 -2.189
C: 8.113 -0.560 7.243
P: -2.219 0.405 -4.059
H: 5.281 -0.888 -1.794
C: 8.735 1.806 6.497
H: 2.847 -0.410 1.639
C: 9.372 4.002 5.763
C: -8.544 -2.258 3.494
H: 0.757 -3.991 -3.790
C: 5.233 -1.416 0.866
H: 1.365 0.722 -3.519
H: 1.118 0.634 0.278
H: -3.234 -0.466 -4.600
C: -7.678 1.592 -2.872
H: -3.823 0.097 -2.572
O: 6.631 0.204 4.047
O: -0.032 2.889 -0.667
C: 0.933 -1.857 -3.667
H: 9.942 3.153 7.647
C: -8.132 1.795 -1.579
H: -7.665 2.414 -3.576
C: 8.213 -1.600 8.160
H: 6.068 -1.763 0.253
C: -7.705 -0.528 -1.077
H: 2.022 -1.816 -3.527
C: -8.141 0.742 -0.672
H: -2.520 2.654 -0.224
H: 0.123 2.813 0.277
H: 1.327 2.169 -2.566
H: -6.864 0.193 -4.282
O: 9.408 0.898 8.564

Forces on the atoms, in the same order (eV/Å):
0.156 0.039 -0.157
-0.001 -0.002 -0.006
0.026 -0.052 0.043
-0.949 -2.627 -0.160
0.821 0.176 -0.400
0.145 -0.173 -0.281
0.319 0.865 0.371
-0.295 0.365 -0.325
0.697 -0.405 -0.467
0.021 0.071 -0.493
0.008 0.006 -0.004
0.000 0.009 -0.005
-0.380 0.041 0.391
0.062 -0.222 0.057
0.140 0.037 0.242
-0.193 0.204 0.375
-0.024 -0.088 0.172
-0.048 -0.108 0.057
0.701 -0.341 -0.125
-0.078 -0.025 0.102
-0.407 0.964 -0.843
-0.412 0.467 1.275
0.009 0.122 -0.034
-0.609 -0.100 0.146
-0.483 -0.354 0.516
-0.564 0.311 0.552
0.084 0.036 0.123
-0.036 0.072 -0.039
0.004 -0.017 0.087
0.536 0.173 0.487
0.044 0.063 -0.123
-0.297 0.586 0.842
0.032 -0.082 -0.012
-0.004 -0.005 -0.002
0.045 0.114 -0.036
-0.176 -0.037 -0.258
0.090 0.006 0.127
-0.478 -0.347 -0.214
1.601 -0.235 -0.057
0.003 -0.030 -0.045
-0.009 0.007 0.000
-0.012 -0.007 0.003
-0.194 0.002 0.240
0.007 -0.045 0.122
-0.028 0.031 -0.058
-0.067 -0.162 -0.014
-0.043 -0.046 0.184
-0.427 -0.383 -0.228
0.148 0.088 0.118
0.075 0.164 -0.024
0.956 1.411 0.496
-0.059 -0.093 -0.173
0.007 0.140 -0.115
-0.138 -0.101 -0.148
0.784 0.883 0.727
-0.020 0.351 -0.134
0.280 -0.270 0.280
-0.169 0.215 -0.073
-0.211 1.172 0.318
-0.020 0.088 0.040
-0.062 0.036 -0.217
0.206 0.266 -0.001
-0.198 0.207 0.064
0.029 -0.007 0.074
0.046 0.024 0.050
-0.034 -0.072 0.087
-0.082 0.151 0.038
0.743 0.369 0.171
0.311 -0.588 -0.205
0.457 -0.081 0.227
0.014 0.038 -0.135
0.001 -0.385 -0.220
0.779 -0.975 0.312
-0.150 0.170 0.074
-0.041 0.026 -0.122
-2.361 -1.086 -2.778
-0.089 0.043 -0.046
-0.075 -0.067 -0.080
-0.172 0.094 -0.066
-0.037 -0.042 -0.041
-0.011 0.047 -0.012
0.061 -0.209 -0.376
-0.611 -0.569 -0.085
-0.211 0.057 0.021
-0.023 -0.059 -0.175
0.198 -0.045 0.125
-0.037 -0.056 0.081
0.121 0.000 0.086
0.015 0.001 0.012
0.330 -0.262 -0.668
0.309 -0.233 -0.320
-0.030 -0.120 0.027
0.033 0.080 -0.161
0.074 -0.021 -0.015
-0.019 -0.158 0.089
0.117 0.284 0.118
-0.004 0.078 0.078
-0.079 -0.051 -0.011
-0.009 -0.146 0.119
0.029 -0.073 0.238
-0.334 0.331 0.056
-0.389 0.001 0.130
0.221 0.090 0.047
-0.005 -0.007 -0.029

Charge: -2
Maximum force, eV Å⁻¹: 3.804
Energy relative to the best compared isomer or geometry (same formula, charge and spin), kJ/mol: 0.0
HOMO-LUMO gap, eV: 1.330
M, g/mol: 901.629
Spin multiplicity: 1

=====

Formula: C8H8ClN2O2
Source: the Open Molecules 2025 dataset
Level of theory: ωB97M-V/def2-TZVPD

Geometry (Å):
H: -2.757 -0.154 -1.137
C: -2.527 -2.029 -0.832
H: 1.198 -1.507 -0.900
H: 0.969 -1.608 1.035
C: 0.789 1.790 -0.630
C: 0.757 -0.577 -0.698
H: -1.131 2.733 -0.230
H: -2.250 0.559 0.457
O: -2.860 -3.168 -1.044
H: 0.380 -2.859 2.356
O: -3.039 -0.974 -1.536
C: -1.304 -1.786 -0.082
H: 2.575 0.606 -0.925
C: 1.497 0.619 -0.855
Cl: -3.633 2.627 -0.065
H: 1.249 2.782 -0.825
N: -0.815 -2.588 0.770
C: -0.534 1.812 -0.213
C: -1.186 0.622 0.088
N: 0.403 -2.384 1.404
C: -0.549 -0.514 -0.370

Forces on the atoms, in the same order (eV/Å):
0.015 0.989 0.077
-0.268 -0.995 -1.740
0.598 -1.164 -0.398
-0.236 -0.363 1.346
0.675 1.342 -0.512
1.908 2.070 -1.321
0.374 -0.319 0.517
1.338 0.639 -0.260
-0.908 0.379 0.005
0.534 1.445 -2.127
-0.235 -1.858 0.636
2.709 2.049 0.401
0.011 0.028 -0.553
-0.976 -0.652 1.243
-0.268 0.030 -0.043
-0.111 -0.822 0.177
0.083 -1.164 1.449
-0.836 0.418 0.045
-0.512 0.642 -0.916
-1.774 -1.188 0.022
-2.121 -1.504 1.951

Charge: -1
Maximum force, eV Å⁻¹: 3.420
Energy relative to the best compared isomer or geometry (same formula, charge and spin), kJ/mol: 0.0
HOMO-LUMO gap, eV: 7.545
M, g/mol: 199.617
Spin multiplicity: 1

=====

Formula: C3H5F
Source: the Open Molecules 2025 dataset
Level of theory: ωB97M-V/def2-TZVPD

Geometry (Å):
C: -1.324 -0.767 0.157
H: -0.746 -1.348 0.919
F: 2.440 -0.768 -0.223
H: 2.059 0.463 1.291
C: 1.787 0.283 0.274
H: -0.757 0.706 -1.462
H: 1.766 1.098 -0.443
H: -2.206 -1.306 0.017
C: -0.711 0.124 -0.569

Forces on the atoms, in the same order (eV/Å):
2.309 -0.911 0.759
-0.265 1.010 -0.261
0.063 -0.660 -0.122
-0.339 0.114 0.686
-0.863 0.714 -1.572
-0.358 0.279 -0.187
0.154 0.046 0.334
-1.974 -0.098 -0.777
1.273 -0.495 1.140

Maximum force, eV Å⁻¹: 2.596
Energy relative to the best compared isomer or geometry (same formula, charge and spin), kJ/mol: 438.5
HOMO-LUMO gap (spin up / spin down), eV: 9.091 / 9.095
M, g/mol: 60.071
Spin multiplicity: 1

=====

Formula: C30H39N3O3OsPS2Se
Source: the Open Molecules 2025 dataset
Level of theory: ωB97M-V/def2-TZVPD

Geometry (Å):
H: -1.760 -0.604 -2.866
H: -1.467 -4.217 1.017
C: 5.220 -2.705 -3.033
C: -2.064 -3.746 1.786
H: -2.835 -0.569 -1.483
P: 2.429 -0.704 1.891
O: -0.023 -2.154 -3.276
H: -3.034 -5.521 2.448
C: -0.568 3.683 -0.830
H: 6.276 -2.797 -3.251
H: 0.809 1.547 -4.069
H: -3.998 2.065 0.660
C: 1.615 -1.512 3.265
C: 2.578 -0.259 -1.865
C: -1.551 -0.191 2.010
Se: -0.888 1.506 1.567
H: -3.258 0.317 -2.940
H: -0.890 1.680 -4.496
H: 4.817 -4.743 -3.554
H: -2.815 0.361 4.893
Os: 0.398 0.729 -0.540
H: -3.974 0.642 -0.386
H: 4.322 -2.113 2.038
C: -1.887 3.346 -0.441
N: 1.279 -0.489 -1.864
H: -2.485 5.351 0.002
S: 2.982 1.220 -1.193
C: 3.021 -3.737 -2.955
C: 3.353 -1.404 -2.343
H: 1.924 4.042 -1.874
H: 2.511 1.547 2.719
C: -2.934 -4.452 2.581
H: -4.383 -4.441 4.173
C: 3.240 0.774 2.478
H: 1.159 4.788 -0.172
H: 3.159 -2.721 0.836
C: 1.207 3.629 -2.579
C: -2.424 0.034 -2.292
C: -0.191 1.258 -3.768
H: -0.572 -1.557 0.702
H: -0.255 0.179 -3.841
H: -4.259 -2.003 4.583
H: -0.100 5.780 -0.885
C: -2.781 -1.751 3.007
C: 0.046 2.977 -1.887
O: 0.379 -2.609 -0.894
C: -3.085 0.582 3.863
C: 4.391 -3.811 -3.206
C: -2.006 -2.373 2.020
H: -2.471 4.306 1.407
S: 0.852 -2.085 -2.156
H: 3.936 1.148 1.731
C: 0.081 4.905 -0.251
N: -2.471 -0.407 2.971
C: -0.577 1.791 -2.411
C: -3.806 1.713 -0.352
H: 3.798 0.524 3.385
H: 4.224 -1.341 0.441
H: 0.820 4.467 -3.170
H: -3.766 4.168 0.218
C: 4.712 -1.486 -2.598
H: 2.350 -1.775 4.029
C: -3.659 -2.475 3.817
N: -1.262 -1.375 1.433
C: -2.699 4.337 0.337
H: 1.742 2.970 -3.252
H: 2.375 -4.592 -3.110
C: -1.742 1.274 -1.766
H: 0.881 -0.838 3.710
C: 3.644 -1.827 1.228
C: 2.531 -2.528 -2.519
H: -4.166 0.538 3.752
H: -0.307 5.137 0.738
H: -4.562 2.174 -1.000
C: -2.440 2.100 -0.831
H: 5.354 -0.621 -2.484
H: 1.125 -2.423 2.921
O: 1.336 -0.385 0.837
H: -2.740 1.578 3.608
C: -3.718 -3.827 3.580

Forces on the atoms, in the same order (eV/Å):
-0.039 0.052 0.010
-0.025 -0.006 0.012
0.011 -0.083 -0.030
0.040 -0.035 -0.072
0.006 -0.005 -0.007
-0.043 0.005 -0.062
0.140 -0.039 -0.066
0.026 0.023 -0.018
-0.014 0.017 -0.049
-0.014 0.004 0.000
0.012 -0.001 0.020
0.013 0.017 -0.014
0.105 0.049 0.033
0.665 0.083 -0.254
-0.088 -0.037 0.078
0.333 -0.086 -0.294
0.019 0.002 0.017
0.032 0.006 0.005
-0.022 0.005 0.011
0.024 -0.032 0.007
-0.567 0.484 0.487
0.002 -0.019 -0.001
-0.004 -0.019 -0.059
0.012 -0.013 0.005
-0.917 0.124 -0.006
0.020 -0.002 -0.009
0.318 0.126 -0.051
-0.179 -0.031 -0.035
-0.080 -0.125 0.088
0.005 0.000 -0.009
-0.043 -0.019 0.008
-0.033 -0.057 0.025
-0.007 0.020 0.008
0.028 -0.107 0.117
-0.020 0.004 0.012
-0.031 0.010 0.006
-0.001 -0.031 -0.034
0.001 -0.015 -0.002
0.001 0.023 -0.054
-0.065 0.129 0.082
-0.062 -0.003 -0.019
0.010 -0.026 -0.013
0.014 -0.022 0.005
0.087 -0.124 -0.054
-0.151 0.117 -0.046
0.119 0.094 -0.013
-0.015 -0.012 -0.030
0.128 0.066 -0.008
-0.087 0.137 0.117
0.000 -0.005 -0.004
0.089 -0.570 0.026
0.022 0.030 -0.067
0.007 0.020 -0.002
-0.066 0.112 0.023
0.238 -0.071 0.111
-0.028 0.024 -0.021
0.005 0.038 -0.052
-0.036 -0.001 0.029
0.009 -0.011 0.008
0.025 0.004 0.007
-0.016 0.016 -0.015
-0.025 0.007 -0.046
-0.057 0.052 0.058
-0.020 -0.179 -0.144
-0.035 -0.013 -0.001
-0.009 0.017 0.036
0.036 0.012 0.015
0.216 -0.155 0.014
-0.006 -0.007 0.001
0.065 0.056 0.069
-0.024 0.266 0.018
-0.017 -0.021 -0.015
-0.003 0.001 -0.004
0.015 -0.037 0.021
-0.006 0.013 0.022
-0.014 -0.022 0.016
-0.003 0.001 -0.005
-0.060 -0.221 0.079
0.034 0.015 -0.026
0.001 -0.017 0.003

Charge: +3
Maximum force, eV Å⁻¹: 0.925
Energy relative to the best compared isomer or geometry (same formula, charge and spin), kJ/mol: 79.2
HOMO-LUMO gap (spin up / spin down), eV: 7.513 / 5.186
M, g/mol: 853.958
Spin multiplicity: 5

=====

Formula: CH6O2Si
Source: the Open Molecules 2025 dataset
Level of theory: ωB97M-V/def2-TZVPD

Geometry (Å):
Si: -0.260 0.106 0.529
H: -2.346 -1.077 -0.038
O: -0.687 1.633 0.217
H: -1.671 1.868 0.337
O: -1.334 -1.056 -0.010
H: -0.040 0.041 1.909
H: 1.720 -1.379 -0.365
H: 1.072 -0.170 -1.678
H: 2.172 0.345 -0.335
C: 1.375 -0.312 -0.566

Forces on the atoms, in the same order (eV/Å):
1.444 -1.851 -3.021
2.586 0.340 0.309
-2.956 1.535 -0.145
2.488 -0.470 -0.269
-1.997 0.243 0.095
0.207 -0.384 1.684
-0.550 1.308 -0.408
0.571 -0.399 1.865
0.855 0.759 0.214
-2.648 -1.082 -0.323

SMILES string: C[SiH](O)O
Maximum force, eV Å⁻¹: 3.826
Energy relative to the best compared isomer or geometry (same formula, charge and spin), kJ/mol: 8.7
HOMO-LUMO gap, eV: 10.641
M, g/mol: 78.143
Spin multiplicity: 1

=====

Formula: C7H9NO
Source: the Open Molecules 2025 dataset
Level of theory: ωB97M-V/def2-TZVPD

Geometry (Å):
H: 2.527 0.418 1.155
H: 2.372 0.642 -0.914
C: -1.722 -1.366 0.029
C: -0.343 -1.485 -0.216
H: -3.401 -0.219 0.357
C: -1.605 1.000 0.131
H: 0.160 -2.357 -0.217
C: -2.422 -0.187 0.181
H: -2.294 -2.092 0.217
O: 0.572 2.017 -0.139
C: 1.874 -0.443 -0.511
N: 2.662 -0.542 0.661
C: 0.332 -0.284 -0.303
H: 2.377 -1.335 1.036
H: -2.100 2.104 0.417
H: 0.169 2.684 0.070
H: 2.095 -1.307 -1.102
C: -0.299 0.952 -0.067

Forces on the atoms, in the same order (eV/Å):
0.309 -3.044 -0.180
-1.841 -3.201 -0.230
2.964 4.501 -0.820
-2.821 4.541 0.523
-3.783 0.271 0.748
-5.286 2.963 1.710
1.416 -2.949 -0.304
6.499 1.400 -1.021
-3.916 -6.439 0.991
6.092 -11.426 -3.178
0.375 5.132 -1.548
1.493 6.114 -0.748
2.124 -1.406 -0.207
-1.336 -4.001 3.832
1.235 -3.036 -0.990
-6.850 11.949 3.585
-0.069 -0.221 -0.938
3.396 -1.145 -1.224

SMILES string: NCc1ccccc1O
Maximum force, eV Å⁻¹: 14.232
Energy relative to the best compared isomer or geometry (same formula, charge and spin), kJ/mol: 383.6
HOMO-LUMO gap, eV: 9.620
M, g/mol: 123.155
Spin multiplicity: 1